(1)
Computed, not measured: C4H16NaO4 as an isolated structure, with ωB97M-V/def2-TZVPD.

Values from the calculation:
DFT total energy: -625.03560 a.u.
HOMO energy: -14.04 eV
Energy above the lowest of the compared OMol25 structures with the same formula, charge and spin: 0.474 eV
2S+1: 1
Net charge: +1

Positions of all 25 atoms, in Å:
Na -0.33 1.20 0.17
C -0.15 -1.12 2.35
O -0.52 0.27 2.42
H 0.89 -1.16 2.64
H -0.73 -1.74 3.03
H -0.20 -1.36 1.28
H -0.36 0.64 3.29
C 0.40 -1.29 -2.05
O 0.12 0.08 -2.09
H 0.73 -1.65 -1.08
H -0.48 -1.87 -2.31
H 1.17 -1.47 -2.81
H -0.24 0.39 -2.93
C -3.19 0.17 -1.70
O -2.45 -0.11 -0.48
H -2.88 1.10 -2.16
H -3.07 -0.55 -2.51
H -4.27 0.14 -1.60
H -2.72 -0.91 -0.03
C 3.30 1.23 1.12
O 2.05 1.88 0.79
H 3.41 1.38 2.19
H 3.30 0.17 0.91
H 4.08 1.77 0.58
H 2.15 2.82 0.97

Löwdin population analysis, charges in e, atoms 1 to 2: number 1, Na, carries 0.598; number 2, C, carries -0.088

***

(2)
Computed, not measured: one molecule with the formula C30H52ClNO6S, with ωB97M-V/def2-TZVPD.

Values from the calculation:
DFT total energy: -2538.46942 a.u.
HOMO energy: -7.87 eV
2S+1: 1
Net charge: 0

Positions of all 91 atoms, in Å:
C -1.04 3.00 3.77
C -0.73 4.08 2.58
C 0.37 3.43 1.55
C -0.38 3.24 0.15
C -0.70 4.75 -0.40
C 0.33 2.30 -0.94
C 1.45 2.99 -1.85
O 1.31 2.39 -3.20
C 0.41 3.18 -4.01
C -0.06 2.19 -5.22
C -1.15 1.09 -4.73
O -0.65 2.93 -6.31
C 2.98 2.72 -1.42
S 3.11 1.83 0.19
O 4.37 0.97 0.08
O 3.45 2.81 1.31
O 1.87 0.79 0.52
C 0.74 0.82 -0.39
C 0.82 -0.26 -1.57
C 2.19 -0.51 -2.31
C 2.54 -2.11 -2.39
C 4.00 -2.37 -1.75
C 3.87 -2.73 -0.18
C 3.14 -4.17 -0.09
C 1.87 -4.11 0.92
C 0.54 -4.80 0.33
C -0.72 -3.91 0.81
C -1.91 -4.74 1.51
C -2.46 -3.94 2.83
C -3.22 -2.63 2.27
N -3.52 -1.60 3.31
C -4.85 -1.40 3.83
C -4.89 -0.23 4.86
C -3.37 0.24 4.89
C -2.56 -0.67 3.90
C -0.50 0.29 0.55
C -1.91 0.23 -0.13
O -2.25 -0.22 -1.25
Cl -3.33 0.87 0.90
H -0.37 3.14 4.68
H -1.04 1.92 3.38
H -2.14 3.20 4.08
H -0.34 5.03 3.08
H -1.74 4.28 2.09
H 0.72 2.48 2.06
H 1.19 4.24 1.46
H -1.44 2.85 0.41
H 0.28 5.37 -0.28
H -1.51 5.28 0.20
H -0.92 4.75 -1.53
H -0.53 2.05 -1.69
H 1.35 4.11 -2.02
H -0.54 3.38 -3.40
H 0.89 4.11 -4.47
H 0.85 1.58 -5.58
H -1.41 1.22 -3.62
H -2.16 1.22 -5.30
H -0.84 0.00 -4.95
H -1.20 2.34 -6.87
H 3.52 3.73 -1.32
H 3.59 2.13 -2.20
H 0.03 0.07 -2.36
H 0.42 -1.26 -1.16
H 3.13 0.00 -1.93
H 2.07 -0.19 -3.42
H 2.63 -2.41 -3.51
H 1.71 -2.76 -1.95
H 4.51 -3.22 -2.35
H 4.71 -1.47 -1.83
H 3.29 -1.88 0.31
H 4.93 -2.76 0.27
H 3.95 -4.91 0.29
H 2.82 -4.54 -1.13
H 1.67 -2.99 1.15
H 2.22 -4.61 1.90
H 0.58 -4.74 -0.82
H 0.46 -5.88 0.71
H -1.18 -3.40 -0.13
H -0.44 -3.05 1.52
H -1.58 -5.78 1.85
H -2.78 -4.77 0.75
H -3.17 -4.68 3.37
H -1.56 -3.72 3.50
H -4.24 -3.00 1.86
H -2.69 -2.11 1.40
H -5.83 -1.93 3.57
H -5.78 0.20 5.43
H -3.00 1.12 5.53
H -1.44 -0.56 3.68
H -0.20 -0.80 0.84
H -0.58 0.86 1.54

Löwdin population analysis, charges in e, atoms 1 to 2: number 1, C, carries -0.123; number 2, C, carries -0.213

***

(3)
Computed, not measured: a 2-piece molecular cluster, C2H3BrClNO overall, with ωB97M-V/def2-TZVPD.

Values from the calculation:
DFT total energy: -3242.05934 a.u.
HOMO energy: -7.44 eV
Energy above the lowest of the compared OMol25 structures with the same formula, charge and spin: 4.157 eV
2S+1: 1
Net charge: 0

Positions of all 9 atoms, in Å:
C 2.00 -0.35 0.70
C -1.92 0.85 -0.57
N 3.10 -0.05 0.47
O 0.98 -0.80 0.98
Cl -2.75 1.77 0.63
Br -2.01 -1.12 -0.20
H -2.49 0.89 -1.49
H -0.57 -1.35 -0.20
H 3.67 0.16 -0.31

Löwdin population analysis, charges in e, atoms 1 to 2: number 1, C, carries -0.424; number 2, C, carries -1.018

***

(4)
Computed, not measured: C15H11N3O4PdS as an isolated structure, with ωB97M-V/def2-TZVPD.

Values from the calculation:
DFT total energy: -1569.53031 a.u.
HOMO energy: -7.57 eV
Energy above the lowest of the compared OMol25 structures with the same formula, charge and spin: 0.202 eV
2S+1: 1
Net charge: 0

Positions of all 35 atoms, in Å:
Pd 0.14 -0.20 -1.03
C -3.75 -2.06 -1.30
C -4.04 -2.26 0.03
C -3.09 -1.90 0.99
C -1.89 -1.38 0.58
N -1.62 -1.21 -0.73
C -2.52 -1.52 -1.66
C -0.82 -0.91 1.50
C -0.85 -0.92 2.89
C 0.22 -0.37 3.57
C 1.29 0.19 2.89
C 1.27 0.17 1.50
N 0.24 -0.41 0.88
C 2.26 0.78 0.58
C 3.41 1.42 0.98
C 4.24 1.98 0.02
C 3.90 1.88 -1.31
C 2.73 1.22 -1.66
N 1.95 0.67 -0.73
H -4.47 -2.30 -2.07
H -4.99 -2.67 0.33
H -3.30 -2.03 2.04
H -2.25 -1.29 -2.68
H -1.70 -1.32 3.42
H 0.22 -0.37 4.66
H 2.11 0.65 3.42
H 3.64 1.50 2.03
H 5.15 2.49 0.31
H 4.51 2.32 -2.09
H 2.37 1.13 -2.68
O -0.18 2.45 -3.68
S -0.91 1.41 -2.98
O -2.20 1.05 -3.55
O -0.02 0.11 -2.98
O -1.04 1.71 -1.52

Löwdin population analysis, charges in e, atoms 1 to 2: number 1, Pd, carries 1.044; number 2, C, carries -0.014

***

(5)
Computed, not measured: C26H46HfO2P2 as an isolated structure, with ωB97M-V/def2-TZVPD.

Values from the calculation:
DFT total energy: -1898.78945 a.u.
HOMO energy (spin up / spin down): -12.41 / -12.72 eV
Energy above the lowest of the compared OMol25 structures with the same formula, charge and spin: 4.594 eV
2S+1: 1
Net charge: +2

Positions of all 77 atoms, in Å:
Hf 0.05 -0.28 -3.28
C 0.92 0.06 0.69
C 0.28 -0.87 -0.16
C 2.48 -0.59 -0.86
C 2.27 0.19 0.27
C 1.23 -1.25 -1.19
C 0.29 0.72 1.85
H -0.45 0.05 2.30
H -0.22 1.65 1.57
H 1.04 0.97 2.61
C 3.32 1.02 0.93
H 2.97 1.44 1.87
H 3.63 1.85 0.29
H 4.22 0.42 1.14
C 3.77 -0.74 -1.56
H 4.24 0.25 -1.70
H 3.67 -1.20 -2.56
H 4.48 -1.35 -0.98
C 1.04 -2.45 -2.08
H 0.66 -3.31 -1.50
H 1.99 -2.76 -2.55
H 0.24 -2.31 -2.89
C -1.05 -1.47 0.06
H -1.01 -2.20 0.90
H -1.43 -2.01 -0.82
H -1.78 -0.70 0.35
C -4.57 1.59 -0.05
C -4.67 0.89 1.08
C -4.97 -0.59 1.14
C -6.11 -1.04 0.19
C -5.72 -1.75 -1.09
C -4.61 -1.51 -1.81
C -3.79 -0.28 -1.60
C -4.63 1.01 -1.44
H -5.27 -0.82 2.18
H -6.75 -0.18 -0.04
H -4.07 -1.19 0.96
H -5.67 0.81 -1.75
H -4.40 2.67 -0.02
H -4.56 1.37 2.06
H -4.21 1.75 -2.15
H -3.16 -0.40 -0.72
H -4.30 -2.20 -2.61
H -3.08 -0.11 -2.42
H -6.74 -1.75 0.76
H -6.47 -2.48 -1.44
P -1.71 0.35 -4.92
P 0.79 -1.41 -5.32
C -1.25 -0.07 -6.69
C 0.18 -0.56 -6.85
H -1.41 0.84 -7.29
H -1.98 -0.82 -7.04
H 0.28 -1.28 -7.67
H 0.88 0.27 -7.04
C 2.40 -2.08 -5.82
H 2.76 -2.76 -5.05
H 3.13 -1.27 -5.94
H 2.30 -2.62 -6.77
C -0.22 -2.97 -5.45
H -0.41 -3.18 -6.52
H -1.18 -2.91 -4.92
H 0.36 -3.80 -5.01
C -1.92 2.16 -5.15
H -1.67 2.70 -4.22
H -2.95 2.37 -5.45
H -1.24 2.50 -5.95
C -3.48 -0.17 -4.94
H -3.73 -0.65 -5.90
H -4.14 0.70 -4.80
H -3.69 -0.89 -4.14
C 0.18 3.46 -1.10
O -0.60 2.92 -2.23
C -0.19 1.81 -2.76
O 1.08 1.49 -2.86
H 1.15 3.80 -1.48
H 0.29 2.70 -0.33
H -0.41 4.31 -0.74

Löwdin population analysis, charges in e, atoms 1 to 2: number 1, Hf, carries 1.344; number 2, C, carries -0.204

***

(6)
Computed, not measured: C31H31BrGaN3O4P as an isolated structure, with ωB97M-V/def2-TZVPD.

Values from the calculation:
DFT total energy: -6505.15304 a.u.
HOMO energy: -11.30 eV
Energy above the lowest of the compared OMol25 structures with the same formula, charge and spin: 2.078 eV
2S+1: 1
Net charge: +1

Positions of all 72 atoms, in Å:
Ga 0.48 1.48 0.42
O -1.36 2.03 -1.01
C -1.22 0.88 -1.40
O -0.20 0.21 -0.89
C -1.91 0.08 -2.40
C -3.19 0.35 -2.88
C -3.73 -0.50 -3.82
C -2.99 -1.59 -4.27
C -1.71 -1.84 -3.81
C -1.14 -0.99 -2.87
P 0.62 -1.07 -2.12
C 1.29 0.43 -3.16
C 0.53 1.44 -3.76
C 1.13 2.47 -4.48
C 2.50 2.51 -4.64
C 3.27 1.51 -4.08
C 2.67 0.49 -3.36
C 0.08 -2.43 -0.89
C -1.11 -2.32 -0.16
C -1.48 -3.28 0.77
C -0.68 -4.38 1.00
C 0.49 -4.52 0.27
C 0.86 -3.56 -0.65
H -3.74 1.21 -2.51
H -4.72 -0.32 -4.21
H -3.43 -2.26 -5.01
H -1.16 -2.69 -4.19
H -0.55 1.44 -3.73
H 0.50 3.23 -4.93
H 2.96 3.31 -5.22
H 4.34 1.51 -4.21
H 3.30 -0.30 -2.98
H -1.79 -1.49 -0.35
H -2.42 -3.17 1.31
H -0.97 -5.13 1.72
H 1.13 -5.38 0.41
H 1.77 -3.72 -1.21
Br 1.52 -2.51 -3.60
C 2.20 -0.77 -0.91
C 3.38 -1.53 -0.94
C 4.43 -1.24 -0.09
C 4.35 -0.15 0.76
C 3.18 0.57 0.75
N 2.14 0.24 -0.03
C 2.97 1.80 1.60
O 3.80 2.18 2.38
O 1.80 2.39 1.41
H 3.48 -2.33 -1.65
H 5.33 -1.84 -0.13
H 5.15 0.15 1.43
C -2.26 -0.40 2.34
C -0.93 -0.08 3.04
N -0.93 1.23 3.69
C -0.95 1.24 5.16
C -2.33 0.96 5.74
C -0.95 2.34 2.98
C -1.12 3.67 3.65
N -0.84 2.29 1.67
H -2.22 -1.41 1.93
H -2.46 0.30 1.53
H -3.08 -0.34 3.05
H -0.11 -0.14 2.32
H -0.73 -0.83 3.80
H -0.57 2.19 5.52
H -0.25 0.47 5.49
H -3.07 1.68 5.38
H -2.29 1.03 6.83
H -2.68 -0.04 5.48
H -1.91 3.64 4.40
H -1.36 4.43 2.92
H -0.19 3.96 4.14
H -0.91 3.20 1.25

Löwdin population analysis, charges in e, atoms 1 to 2: number 1, Ga, carries 0.717; number 2, O, carries 0.105